{
  "formula": "C18H14BrN5O6OsS",
  "method": "ωB97M-V/def2-TZVPD",
  "symbols": ["Os", "O", "C", "O", "C", "C", "N", "N", "C", "C", "O", "O", "H", "H", "H", "Br", "C", "C", "C", "C", "C", "N", "C", "O", "O", "H", "H", "H", "N", "C", "S", "N", "C", "C", "C", "C", "C", "C", "H", "H", "H", "H", "H", "H", "H", "H"],
  "coordinates": [[0.234, 0.163, 0.696], [1.957, -4.880, 3.188], [0.679, -4.616, 3.449], [0.017, -5.272, 4.193], [0.053, -3.429, 2.772], [-1.305, -3.169, 2.842], [-1.543, -2.020, 2.192], [-0.414, -1.513, 1.702], [0.561, -2.360, 2.035], [1.882, -1.993, 1.495], [2.893, -2.604, 1.540], [1.854, -0.749, 0.829], [2.376, -4.239, 2.589], [-2.088, -3.747, 3.308], [-2.435, -1.584, 2.005], [1.876, 3.619, 0.668], [1.588, 2.654, -0.904], [2.110, 3.181, -2.081], [1.896, 2.521, -3.272], [1.116, 1.370, -3.267], [0.629, 0.925, -2.064], [0.884, 1.523, -0.872], [-0.312, -0.228, -2.025], [-0.698, -0.860, -2.942], [-0.759, -0.537, -0.734], [2.674, 4.101, -2.040], [2.307, 2.910, -4.194], [0.873, 0.821, -4.166], [-1.315, 3.261, 2.766], [-0.120, 2.786, 3.056], [0.226, 1.067, 2.797], [0.800, 3.496, 3.667], [0.644, 4.802, 4.268], [-0.481, 5.116, 5.019], [-0.548, 6.364, 5.623], [0.492, 7.270, 5.477], [1.615, 6.933, 4.736], [1.699, 5.689, 4.128], [-2.005, 2.675, 2.328], [-1.538, 4.233, 2.935], [1.718, 3.075, 3.738], [-1.270, 4.394, 5.188], [-1.407, 6.614, 6.230], [0.433, 8.238, 5.956], [2.430, 7.635, 4.631], [2.576, 5.421, 3.550]],
  "nbo_charge": [1.329, -0.632, 0.773, -0.505, -0.193, 0.074, -0.271, -0.259, 0.032, 0.755, -0.444, -0.559, 0.502, 0.287, 0.449, 0.139, 0.168, -0.228, -0.088, -0.159, 0.067, -0.512, 0.734, -0.417, -0.630, 0.269, 0.266, 0.281, -0.737, 0.393, 0.029, -0.544, 0.150, -0.279, -0.169, -0.168, -0.166, -0.243, 0.432, 0.446, 0.440, 0.228, 0.244, 0.247, 0.245, 0.225],
  "charge": 2,
  "energy_ev": -121959.23091,
  "de_lowest_kcal_mol": 27.3,
  "multiplicity": 1,
  "max_force_ev_per_a": 1.01,
  "e_lumo_ev": -8.73
}


{
  "formula": "C4H8NO2",
  "method": "ωB97M-V/def2-TZVPD",
  "symbols": ["C", "C", "C", "C", "N", "O", "O", "H", "H", "H", "H", "H", "H", "H", "H"],
  "coordinates": [[0.615, 0.145, -0.071], [-0.481, -1.965, -0.554], [-0.499, -0.813, 0.226], [1.377, 2.326, -0.386], [-1.426, -0.402, 1.129], [-1.436, -2.811, -0.436], [0.679, 1.355, 0.387], [1.330, -0.103, -0.984], [0.414, -2.328, -1.121], [1.860, 1.790, -1.209], [2.043, 2.723, 0.402], [0.815, 3.143, -0.712], [-2.283, -2.343, -0.062], [-1.967, -1.003, 1.708], [-1.040, 0.286, 1.681]],
  "nbo_charge": [0.124, 0.167, 0.178, -0.245, -0.634, -0.540, -0.434, 0.186, 0.232, 0.192, 0.220, 0.217, 0.500, 0.419, 0.418],
  "charge": 1,
  "energy_ev": -9851.81438,
  "de_lowest_kcal_mol": 0.0,
  "multiplicity": 3,
  "max_force_ev_per_a": 4.23,
  "e_lumo_ev": [-3.39, -7.02]
}


{
  "formula": "C16H38IN7O7",
  "method": "ωB97M-V/def2-TZVPD",
  "symbols": ["C", "C", "C", "I", "N", "C", "C", "C", "C", "O", "C", "C", "C", "C", "O", "C", "N", "O", "C", "C", "O", "N", "O", "H", "H", "H", "H", "H", "H", "H", "H", "H", "H", "H", "H", "H", "H", "H", "H", "H", "H", "H", "H", "H", "H", "H", "H", "H", "H", "H", "H", "H", "H", "C", "O", "N", "N", "H", "H", "H", "H", "C", "O", "N", "N", "H", "H", "H", "H"],
  "coordinates": [[-3.478, -5.179, 0.078], [-2.920, -3.767, 0.223], [-2.277, -3.238, -1.053], [-0.414, -4.374, -1.452], [-1.973, -1.848, -1.107], [-2.926, -1.099, -1.929], [-2.777, -1.368, -3.438], [-2.271, -0.123, -4.176], [-0.756, -0.023, -4.117], [-0.371, 1.334, -4.338], [-1.650, -1.226, 0.171], [-0.810, 0.046, -0.023], [-1.567, 1.366, 0.060], [-1.029, 2.447, -0.893], [-2.105, 3.096, -1.583], [-0.224, 3.531, -0.179], [-0.961, 4.276, 0.836], [0.214, 0.104, 0.990], [1.355, -0.688, 0.703], [2.511, 0.158, 0.171], [3.555, 0.129, 1.162], [4.633, 0.946, 0.721], [5.629, 0.340, 0.709], [-4.420, -5.183, -0.476], [-2.775, -5.830, -0.444], [-3.663, -5.620, 1.058], [-2.192, -3.752, 1.035], [-3.721, -3.072, 0.501], [-2.899, -3.496, -1.909], [-3.960, -1.286, -1.600], [-2.745, -0.038, -1.760], [-3.711, -1.721, -3.877], [-2.047, -2.175, -3.566], [-2.691, 0.785, -3.731], [-2.596, -0.133, -5.219], [-0.400, -0.357, -3.135], [-0.310, -0.689, -4.862], [0.442, 1.360, -4.847], [-2.523, -1.023, 0.801], [-1.023, -1.924, 0.732], [-0.304, -0.043, -0.993], [-2.628, 1.214, -0.141], [-1.508, 1.717, 1.094], [-0.368, 1.982, -1.635], [-2.088, 2.825, -2.505], [0.651, 3.068, 0.286], [0.135, 4.234, -0.937], [-1.951, 4.297, 0.623], [-0.847, 3.864, 1.752], [1.674, -1.165, 1.633], [1.107, -1.490, 0.002], [2.162, 1.187, 0.040], [2.905, -0.223, -0.774], [8.740, 2.450, 2.237], [9.673, 2.982, 2.808], [8.678, 1.100, 2.020], [7.668, 3.158, 1.759], [7.910, 0.657, 1.552], [9.444, 0.545, 2.348], [7.679, 4.151, 1.898], [6.899, 2.733, 1.278], [-2.024, -0.168, 4.049], [-2.753, -0.583, 3.160], [-0.701, 0.089, 3.851], [-2.494, 0.072, 5.312], [-0.100, 0.429, 4.578], [-0.324, -0.074, 2.929], [-3.465, -0.107, 5.481], [-1.919, 0.412, 6.059]],
  "nbo_charge": [-0.612, -0.469, -0.019, -0.046, -0.509, -0.222, -0.423, -0.409, -0.063, -0.740, -0.227, 0.103, -0.463, 0.079, -0.744, -0.227, -0.836, -0.569, -0.099, -0.123, -0.420, 0.383, -0.261, 0.204, 0.218, 0.219, 0.218, 0.222, 0.209, 0.179, 0.208, 0.215, 0.216, 0.197, 0.210, 0.160, 0.171, 0.477, 0.219, 0.209, 0.174, 0.230, 0.231, 0.172, 0.484, 0.184, 0.191, 0.366, 0.354, 0.209, 0.200, 0.200, 0.183, 0.772, -0.658, -0.854, -0.855, 0.392, 0.406, 0.407, 0.387, 0.777, -0.686, -0.859, -0.849, 0.385, 0.429, 0.408, 0.387],
  "charge": 0,
  "energy_ev": -50070.49781,
  "multiplicity": 1,
  "max_force_ev_per_a": 0.55,
  "e_lumo_ev": -0.70
}


{
  "formula": "C31H25CrN4O7P2S4",
  "method": "ωB97M-V/def2-TZVPD",
  "symbols": ["Cr", "S", "S", "S", "S", "C", "N", "P", "C", "C", "C", "C", "C", "C", "C", "C", "C", "C", "C", "C", "P", "C", "C", "C", "C", "C", "C", "C", "C", "C", "C", "C", "C", "H", "H", "H", "H", "H", "H", "H", "H", "H", "H", "H", "H", "H", "H", "H", "H", "H", "H", "H", "H", "H", "H", "H", "O", "N", "O", "C", "C", "C", "C", "O", "C", "C", "N", "O", "O", "N", "O", "O", "H", "H"],
  "coordinates": [[-0.863, -1.585, 0.646], [-4.743, -1.674, 0.287], [-4.690, -3.448, 1.027], [-2.897, -4.437, 0.427], [-1.989, -3.131, -0.786], [0.419, 1.909, -1.733], [-0.099, 0.664, -1.172], [0.782, -0.763, -0.947], [1.246, -1.222, -2.651], [2.364, -2.020, -2.888], [2.650, -2.463, -4.169], [1.826, -2.113, -5.229], [0.716, -1.312, -5.004], [0.425, -0.873, -3.721], [2.380, -0.589, -0.118], [2.786, -1.670, 0.663], [4.001, -1.624, 1.333], [4.800, -0.496, 1.240], [4.390, 0.587, 0.473], [3.192, 0.538, -0.219], [-1.653, 0.408, -0.516], [-2.710, 0.621, -1.986], [-3.080, -0.498, -2.729], [-3.750, -0.346, -3.935], [-4.051, 0.923, -4.407], [-3.700, 2.041, -3.664], [-3.039, 1.893, -2.454], [-2.200, 1.762, 0.544], [-1.319, 2.620, 1.192], [-1.828, 3.621, 2.011], [-3.195, 3.756, 2.193], [-4.072, 2.880, 1.565], [-3.577, 1.884, 0.741], [1.241, 1.677, -2.413], [0.784, 2.571, -0.947], [-0.359, 2.408, -2.315], [3.020, -2.286, -2.068], [3.523, -3.081, -4.340], [2.047, -2.466, -6.228], [0.072, -1.026, -5.825], [-0.443, -0.248, -3.552], [2.134, -2.527, 0.788], [4.302, -2.459, 1.953], [5.733, -0.447, 1.785], [4.986, 1.489, 0.443], [2.867, 1.405, -0.771], [-2.862, -1.488, -2.354], [-4.037, -1.222, -4.502], [-4.573, 1.042, -5.349], [-3.944, 3.033, -4.024], [-2.791, 2.768, -1.864], [-0.248, 2.475, 1.121], [-1.139, 4.281, 2.522], [-3.582, 4.536, 2.837], [-5.139, 2.969, 1.721], [-4.262, 1.196, 0.258], [2.181, -2.407, 6.721], [2.494, -1.334, 6.231], [3.302, -0.574, 6.728], [1.858, -0.947, 4.962], [2.248, 0.242, 4.366], [1.686, 0.661, 3.145], [0.691, -0.189, 2.570], [0.097, -0.010, 1.409], [0.372, -1.364, 3.234], [0.922, -1.811, 4.421], [-0.520, -2.152, 2.410], [-1.826, -1.999, 2.422], [-0.040, -3.135, 1.677], [2.180, 1.810, 2.551], [3.167, 2.389, 3.094], [1.657, 2.274, 1.478], [3.010, 0.857, 4.814], [0.667, -2.753, 4.878]],
  "lowdin_spin": [2.583, 0.453, 0.399, 0.112, 0.009, -0.001, -0.002, -0.018, -0.004, -0.003, 0.000, -0.003, 0.000, -0.003, -0.003, 0.001, 0.000, 0.001, 0.000, 0.002, -0.012, -0.005, 0.001, 0.001, 0.000, 0.000, -0.001, 0.000, 0.000, 0.001, -0.001, 0.001, 0.002, 0.000, 0.000, 0.000, 0.000, 0.000, 0.000, 0.000, 0.000, 0.001, 0.000, 0.000, 0.000, 0.001, 0.001, 0.000, 0.000, 0.000, 0.000, 0.001, 0.000, 0.000, 0.000, 0.002, -0.004, -0.004, -0.009, 0.011, 0.114, 0.031, 0.039, 0.033, 0.011, 0.118, -0.239, -0.127, -0.134, 0.229, 0.213, 0.186, 0.010, 0.008],
  "charge": -1,
  "energy_ev": -143181.36527,
  "de_lowest_kcal_mol": 43.7,
  "multiplicity": 5,
  "max_force_ev_per_a": 0.98,
  "e_lumo_ev": [2.04, 0.95]
}


{
  "formula": "C3H8N4",
  "method": "ωB97M-V/def2-TZVPD",
  "symbols": ["C", "N", "N", "C", "C", "N", "N", "H", "H", "H", "H", "H", "H", "H", "H"],
  "coordinates": [[-0.133, -1.262, 0.036], [-2.179, 0.524, -0.241], [2.137, 0.553, -0.224], [0.863, 0.671, -0.616], [-0.573, -0.288, 1.125], [-1.632, 0.498, 0.946], [0.142, -0.360, -1.121], [-2.884, 1.259, -0.222], [-0.865, 0.023, -1.324], [2.575, 1.325, 0.253], [2.501, -0.363, -0.007], [0.743, -1.852, 0.312], [-0.924, -1.956, -0.270], [0.514, 1.685, -0.803], [-0.286, -0.458, 2.155]],
  "nbo_charge": [-0.287, -0.695, -0.734, 0.428, -0.262, -0.201, -0.631, 0.323, 0.446, 0.410, 0.405, 0.187, 0.220, 0.204, 0.188],
  "charge": 0,
  "energy_ev": -9197.53340,
  "de_lowest_kcal_mol": 94.5,
  "multiplicity": 1,
  "max_force_ev_per_a": 1.28,
  "e_lumo_ev": [0.30, 0.30]
}


{
  "formula": "C22H27N5O3S2",
  "method": "ωB97M-V/def2-TZVPD",
  "symbols": ["C", "H", "O", "C", "C", "C", "C", "C", "C", "H", "H", "C", "N", "C", "N", "N", "H", "S", "C", "C", "C", "C", "C", "S", "H", "H", "H", "C", "C", "O", "N", "H", "C", "C", "N", "C", "C", "H", "O", "C", "C", "H", "H", "H", "H", "H", "H", "H", "H", "H", "H", "H", "H", "H", "H", "H", "H", "H", "H"],
  "coordinates": [[-5.695, -2.905, -0.831], [-5.170, -3.037, -1.782], [-6.003, -1.552, -0.594], [-4.989, -0.659, -0.488], [-3.635, -0.967, -0.602], [-2.689, 0.029, -0.473], [-3.062, 1.349, -0.228], [-4.421, 1.655, -0.117], [-5.367, 0.665, -0.246], [-6.419, 0.888, -0.163], [-4.744, 2.669, 0.066], [-2.029, 2.349, -0.094], [-0.735, 2.128, -0.249], [-0.162, 3.328, -0.011], [-1.024, 4.282, 0.280], [-2.210, 3.652, 0.222], [-3.056, 4.163, 0.412], [1.549, 3.585, -0.089], [2.055, 1.806, -0.362], [1.992, 1.100, 0.941], [2.878, 1.134, 1.980], [2.463, 0.364, 3.086], [1.265, -0.242, 2.878], [0.611, 0.128, 1.333], [0.713, -0.869, 3.550], [3.032, 0.270, 3.994], [3.794, 1.697, 1.963], [3.424, 1.795, -1.034], [3.748, 0.479, -1.737], [4.212, 0.450, -2.858], [3.532, -0.631, -1.001], [3.043, -0.569, -0.121], [3.698, -1.955, -1.551], [2.350, -2.650, -1.757], [1.607, -2.811, -0.516], [2.175, -3.839, 0.343], [1.364, -3.924, 1.636], [1.746, -4.721, 2.277], [0.016, -4.236, 1.378], [-0.555, -3.265, 0.534], [0.213, -3.136, -0.782], [-0.227, -2.333, -1.378], [0.125, -4.083, -1.344], [-1.580, -3.593, 0.346], [-0.571, -2.290, 1.041], [1.432, -2.962, 2.164], [3.205, -3.579, 0.590], [2.167, -4.825, -0.155], [2.521, -3.619, -2.257], [1.748, -2.026, -2.422], [4.345, -2.542, -0.893], [4.192, -1.837, -2.518], [3.461, 2.577, -1.794], [4.208, 2.004, -0.304], [1.290, 1.417, -1.038], [-1.639, -0.202, -0.556], [-3.308, -1.977, -0.790], [-6.652, -3.422, -0.874], [-5.092, -3.327, -0.020]],
  "nbo_charge": [-0.254, 0.178, -0.485, 0.309, -0.259, -0.157, -0.139, -0.154, -0.253, 0.228, 0.203, 0.366, -0.538, 0.143, -0.299, -0.343, 0.416, 0.283, -0.347, -0.234, -0.262, -0.258, -0.429, 0.486, 0.237, 0.225, 0.225, -0.504, 0.685, -0.626, -0.630, 0.420, -0.235, -0.219, -0.448, -0.256, -0.075, 0.195, -0.523, -0.074, -0.249, 0.204, 0.170, 0.188, 0.168, 0.171, 0.205, 0.169, 0.171, 0.204, 0.189, 0.245, 0.251, 0.227, 0.265, 0.231, 0.212, 0.205, 0.179],
  "charge": 0,
  "energy_ev": -58515.59616,
  "de_lowest_kcal_mol": 7.8,
  "multiplicity": 1,
  "max_force_ev_per_a": 0.91,
  "e_lumo_ev": 0.50
}


{
  "formula": "C3H5O3",
  "method": "ωB97M-V/def2-TZVPD",
  "symbols": ["O", "C", "C", "H", "H", "H", "H", "O", "C", "O", "H"],
  "coordinates": [[-3.185, -1.191, 0.170], [-2.091, -1.364, -0.335], [-0.842, -0.666, 0.069], [-2.176, -1.805, -1.354], [0.022, -1.328, 0.005], [-0.877, -0.427, 1.133], [-0.658, 0.242, -0.498], [1.561, 0.757, 0.245], [2.464, 1.622, 0.173], [2.787, 2.369, -0.765], [2.995, 1.791, 1.157]],
  "nbo_charge": [-0.565, 0.432, -0.729, 0.088, 0.242, 0.232, 0.290, -0.822, 0.634, -0.778, -0.025],
  "charge": -1,
  "energy_ev": -9335.34195,
  "de_lowest_kcal_mol": 12.9,
  "multiplicity": 1,
  "max_force_ev_per_a": 2.64,
  "e_lumo_ev": 3.66
}


{
  "formula": "C19H22MnN6OS2",
  "method": "ωB97M-V/def2-TZVPD",
  "symbols": ["Mn", "N", "C", "S", "N", "N", "C", "C", "C", "C", "C", "C", "N", "H", "H", "H", "H", "H", "H", "H", "C", "C", "N", "C", "C", "C", "S", "N", "C", "O", "C", "C", "C", "C", "C", "C", "H", "H", "H", "H", "H", "H", "H", "H", "H", "H", "H", "H", "H", "H", "H"],
  "coordinates": [[-1.557, -0.346, -1.424], [-4.526, -0.521, -4.852], [-3.834, -0.577, -3.693], [-2.841, 0.786, -3.300], [-4.055, -1.663, -2.971], [-3.293, -1.737, -1.863], [-3.693, -2.482, -0.899], [-2.876, -2.546, 0.319], [-3.331, -3.219, 1.450], [-2.538, -3.218, 2.587], [-1.334, -2.538, 2.569], [-0.981, -1.860, 1.417], [-1.729, -1.854, 0.319], [-4.289, 0.196, -5.512], [-4.979, -1.361, -5.171], [-4.656, -2.986, -0.910], [-4.282, -3.733, 1.423], [-2.858, -3.739, 3.480], [-0.687, -2.511, 3.434], [-0.068, -1.277, 1.371], [4.305, 0.630, 0.881], [3.269, -0.444, 1.188], [2.544, -0.905, -0.001], [3.054, -2.096, -0.679], [4.071, -1.794, -1.771], [1.506, -0.192, -0.472], [0.782, -0.680, -1.977], [1.213, 0.916, 0.217], [0.031, 1.503, 0.322], [-1.093, 0.981, 0.076], [0.032, 2.896, 0.863], [1.204, 3.494, 1.315], [1.181, 4.793, 1.796], [-0.013, 5.501, 1.826], [-1.185, 4.908, 1.375], [-1.163, 3.607, 0.897], [4.762, 0.982, 1.807], [3.832, 1.474, 0.383], [5.097, 0.246, 0.238], [2.546, -0.065, 1.908], [3.748, -1.320, 1.625], [2.208, -2.634, -1.101], [3.501, -2.728, 0.090], [3.633, -1.137, -2.522], [4.369, -2.722, -2.260], [4.965, -1.320, -1.367], [2.125, 2.930, 1.286], [2.094, 5.254, 2.148], [-0.030, 6.517, 2.200], [-2.116, 5.459, 1.393], [-2.065, 3.131, 0.538]],
  "nbo_charge": [1.397, -0.785, 0.302, -0.421, -0.447, -0.307, 0.009, 0.173, -0.235, -0.143, -0.266, 0.091, -0.521, 0.404, 0.399, 0.193, 0.225, 0.222, 0.227, 0.206, -0.618, -0.209, -0.409, -0.215, -0.620, 0.378, -0.390, -0.668, 0.654, -0.788, -0.065, -0.188, -0.221, -0.193, -0.217, -0.187, 0.214, 0.226, 0.204, 0.221, 0.196, 0.232, 0.194, 0.229, 0.216, 0.201, 0.227, 0.213, 0.212, 0.215, 0.235],
  "charge": 0,
  "energy_ev": -84042.03189,
  "de_lowest_kcal_mol": 0.0,
  "multiplicity": 6,
  "max_force_ev_per_a": 0.37,
  "e_lumo_ev": [-0.24, -0.37]
}